A 11-piece molecular cluster, C39H63F5O33 overall in a non-equilibrium geometry, computed with ωB97M-V/def2-TZVPD.

Atoms and positions in Å:
O (-3.678, 2.094, 5.788)
C (-2.804, 2.793, 5.233)
O (-2.940, 3.534, 4.113)
C (-1.706, 4.199, 3.792)
C (-0.749, 3.833, 4.843)
F (-0.532, 4.916, 5.599)
O (-1.482, 2.850, 5.551)
H (-1.369, 3.950, 2.785)
H (-1.837, 5.280, 3.773)
H (0.192, 3.419, 4.480)
O (1.482, 3.287, 6.671)
C (1.943, 2.158, 6.564)
O (2.990, 1.603, 7.141)
C (2.884, 0.261, 7.024)
C (2.249, 0.180, 5.638)
F (1.580, -0.986, 5.693)
O (1.354, 1.183, 5.815)
H (3.847, -0.244, 7.109)
H (2.284, -0.270, 7.762)
H (2.915, 0.290, 4.783)
O (-3.043, 1.769, 1.710)
C (-4.296, 1.881, 1.706)
O (-5.118, 1.263, 2.591)
C (-6.428, 1.764, 2.395)
C (-6.417, 2.273, 0.969)
F (-7.080, 3.397, 0.800)
O (-5.026, 2.498, 0.833)
H (-7.148, 0.973, 2.606)
H (-6.632, 2.524, 3.149)
H (-6.708, 1.632, 0.137)
O (6.736, 1.742, -1.402)
C (5.724, 2.412, -1.555)
O (5.731, 3.702, -1.701)
C (4.441, 4.184, -1.988)
C (3.693, 2.970, -2.265)
F (3.492, 2.765, -3.613)
O (4.540, 1.920, -1.846)
H (4.033, 4.811, -1.194)
H (4.456, 4.739, -2.926)
H (2.760, 3.008, -1.703)
O (3.562, -1.547, -4.788)
C (4.568, -1.779, -4.143)
O (4.729, -1.568, -2.795)
C (6.077, -1.697, -2.468)
C (6.528, -2.605, -3.626)
F (6.274, -3.851, -3.261)
O (5.698, -2.190, -4.617)
H (6.471, -0.682, -2.410)
H (6.264, -2.205, -1.523)
H (7.568, -2.608, -3.951)
C (1.118, -4.332, -5.926)
C (0.909, -3.260, -4.864)
O (0.054, -3.735, -3.822)
C (0.544, -4.339, -2.732)
O (1.746, -4.563, -2.526)
O (-0.455, -4.536, -1.995)
C (-0.302, -5.158, -0.682)
H (1.718, -3.831, -6.686)
H (0.151, -4.700, -6.268)
H (1.707, -5.204, -5.644)
H (0.483, -2.407, -5.393)
H (1.876, -3.027, -4.419)
H (0.213, -4.553, 0.064)
H (0.138, -6.137, -0.877)
H (-1.289, -5.298, -0.242)
C (3.575, -0.655, 1.577)
C (4.739, 0.396, 1.420)
O (4.541, 1.498, 2.341)
C (3.706, 2.494, 2.083)
O (3.174, 2.744, 0.971)
O (3.609, 3.268, 3.278)
C (2.823, 4.429, 3.238)
H (3.989, -1.597, 1.219)
H (2.714, -0.413, 0.954)
H (3.143, -0.750, 2.573)
H (4.822, 0.756, 0.394)
H (5.631, -0.144, 1.739)
H (2.598, 4.799, 4.238)
H (1.892, 4.251, 2.699)
H (3.316, 5.219, 2.672)
C (-2.753, 1.865, -1.997)
C (-2.807, 2.110, -3.483)
O (-3.357, 3.387, -3.636)
C (-2.551, 4.466, -3.654)
O (-1.333, 4.528, -3.624)
O (-3.350, 5.477, -3.676)
C (-2.815, 6.830, -3.785)
H (-2.545, 0.812, -1.807)
H (-3.713, 2.056, -1.519)
H (-1.984, 2.456, -1.500)
H (-3.438, 1.362, -3.962)
H (-1.774, 2.035, -3.823)
H (-2.302, 7.003, -4.731)
H (-2.175, 7.050, -2.931)
H (-3.652, 7.528, -3.755)
C (-4.380, -5.851, 0.219)
C (-3.604, -6.195, 1.471)
O (-2.904, -5.004, 1.772)
C (-2.348, -4.920, 2.888)
O (-2.738, -5.415, 3.958)
O (-1.371, -4.057, 2.671)
C (-0.632, -3.553, 3.806)
H (-3.695, -5.385, -0.488)
H (-5.150, -5.101, 0.399)
H (-4.897, -6.692, -0.244)
H (-2.933, -7.020, 1.234)
H (-4.158, -6.668, 2.282)
H (-0.253, -4.338, 4.460)
H (-1.309, -2.976, 4.436)
H (0.260, -3.013, 3.489)
C (1.636, -0.069, -2.462)
C (0.663, -0.164, -1.349)
O (0.690, 1.127, -0.705)
C (0.312, 1.439, 0.566)
O (0.180, 2.621, 0.943)
O (0.221, 0.335, 1.353)
C (0.108, 0.493, 2.743)
H (1.490, -1.023, -2.968)
H (2.627, 0.078, -2.032)
H (1.406, 0.632, -3.264)
H (0.912, -0.993, -0.686)
H (-0.314, -0.409, -1.765)
H (0.428, -0.410, 3.263)
H (-0.932, 0.731, 2.965)
H (0.641, 1.340, 3.175)
C (-2.495, -1.639, 0.315)
C (-3.418, -2.082, -0.850)
O (-2.771, -1.719, -2.081)
C (-3.423, -1.687, -3.288)
O (-4.579, -1.894, -3.533)
O (-2.411, -1.358, -4.190)
C (-2.633, -1.446, -5.603)
H (-2.982, -1.702, 1.287)
H (-2.326, -0.569, 0.192)
H (-1.580, -2.224, 0.406)
H (-4.417, -1.648, -0.808)
H (-3.341, -3.169, -0.806)
H (-2.718, -0.430, -5.987)
H (-3.491, -2.057, -5.884)
H (-1.778, -1.926, -6.080)

Calculated values
LUMO level in eV: 0.4
HOMO in eV: -10.404
Structure (SMILES): O=C1OC[C@@H](F)O1.O=C1OC[C@@H](F)O1.O=C1OC[C@@H](F)O1.O=C1OC[C@@H](F)O1.O=C1OC[C@@H](F)O1.CCOC(=O)OC.CCOC(=O)OC.CCOC(=O)OC.CCOC(=O)OC.CCOC(=O)OC.CCOC(=O)OC
Net charge: 0
Kohn-Sham gap in eV: 10.781